Density functional theory data (ωB97M-V with the def2-TZVPD basis set) for a molecular structure, C30H51BrN4P2Sn.

Element x y z (Å)
1 Sn 0.22698 0.37379 -2.31084
2 Br -2.17892 -0.47428 1.99732
3 P -2.34274 -3.35194 -1.81802
4 P 2.32341 -1.75238 -0.24530
5 N 0.75244 1.02648 4.99282
6 N -0.34250 2.21808 3.44120
7 N -0.99388 7.07914 -6.32313
8 N -1.52604 1.44997 5.39457
9 C 4.79365 -0.71396 0.82526
10 C -2.52277 -1.68285 -2.62060
11 C 2.69686 -3.15847 0.88734
12 C -0.55671 -3.83694 -1.82090
13 C -0.75039 2.47323 -1.30904
14 C -0.21351 6.34136 -4.11586
15 C 0.18856 1.98508 -0.36962
16 C -0.43937 1.55492 4.51924
17 C 1.83895 1.00959 4.02795
18 C -2.82952 1.38717 4.80385
19 C -0.24321 -5.23760 -2.38164
20 C -0.22040 3.09360 -2.52272
21 C -1.02808 5.75982 -6.63940
22 C 3.31347 -0.41855 0.58023
23 C 3.59351 -4.31615 0.44445
24 C 3.68892 -0.65110 -2.51387
25 C -2.13270 2.27167 -1.10773
26 C -2.97430 -3.20489 -0.14729
27 C -2.79854 -1.80784 -4.12726
28 C -0.27281 1.26062 0.69951
29 C -0.13800 3.91683 -3.46554
30 C -0.56833 7.32803 -5.06571
31 C -1.61096 0.86956 0.80299
32 C -0.30202 4.96882 -4.42039
33 C -0.69116 4.70988 -5.75593
34 C -2.55079 1.41737 -0.10681
35 C 0.86264 0.20187 6.17220
36 C 3.21625 -1.97360 -1.88932
37 C -1.47865 2.24425 6.62539
38 C -4.35693 -3.82076 0.17641
39 H -3.03896 -2.13553 0.08968
40 H -3.58847 1.24165 0.01526
41 H 1.71217 -3.57989 1.13262
42 H 4.77587 -0.49934 -2.32833
43 H 0.07367 6.66164 -3.12934
44 H 3.54319 -0.69266 -3.60888
45 H 1.73776 -0.45904 6.10143
46 H -2.21960 -3.65657 0.51976
47 H -0.22331 -3.75210 -0.78108
48 H -0.50126 2.74451 6.70013
49 H 3.12467 0.24766 -2.15907
50 H -2.90766 0.55413 4.08660
51 H -1.35584 5.53320 -7.66950
52 H 4.05881 -2.66345 -1.71918
53 H -1.25890 2.60360 3.19494
54 H 5.32161 -1.04257 -0.08168
55 H -2.27591 3.00822 6.57558
56 H 1.20292 2.40789 -0.39725
57 H -0.51621 8.40006 -4.80504
58 H -1.86396 -2.07613 -4.63789
59 H 3.19486 0.48792 -0.02552
60 H -1.65188 1.59561 7.49934
61 H 4.93596 -1.47022 1.61127
62 H 4.62524 -3.99518 0.23637
63 H 2.47496 -2.49560 -2.51623
64 H -4.46717 -4.84591 -0.19061
65 H -2.79614 2.79382 -1.76975
66 H 2.81069 1.21743 4.50097
67 H -5.19267 -3.23475 -0.23636
68 H -3.56612 -2.55112 -4.38113
69 H 2.81585 -0.21714 1.52884
70 H -0.81894 -5.47021 -3.28391
71 H 0.37486 1.02220 1.51831
72 H -3.08104 2.30550 4.25434
73 H 3.18555 -4.83563 -0.43990
74 H 1.90444 0.05694 3.45457
75 H -0.03863 -3.07310 -2.42746
76 H -0.78879 3.69150 -6.09819
77 H -3.34976 -1.18740 -2.08123
78 H 1.59805 1.79066 3.28137
79 H -3.58614 1.23926 5.56808
80 H -0.41451 -6.02380 -1.64136
81 H -3.10249 -0.81872 -4.49220
82 H 3.64255 -5.07151 1.24840
83 H -1.59663 -1.05449 -2.50763
84 H -4.49628 -3.86538 1.26709
85 H -0.02950 -0.40689 6.31624
86 H 3.08708 -2.74012 1.81893
87 H 5.27885 0.21000 1.16568
88 H 0.99690 0.82911 7.05869
89 H 0.81792 -5.26780 -2.64955

Calculated values
* electronic energy: -4862.99266 a.u.
* Kohn-Sham gap (alpha / beta): 4.49 / 4.49 eV
* LUMO level (alpha / beta): -8.10 / -8.11 eV
* net charge: +2